65
Properties=species:S:1:pos:R:3 method="wB97M-V/def2-TZVPD" spin_multiplicity=1 homo_lumo_gap_ev=2.3 charge=+2 e_above_lowest_kcal_mol=0.0
Tl -1.485 2.065 -3.103
N -1.024 -0.135 -0.257
O -0.318 0.837 -0.563
O -0.718 -0.803 0.731
O -2.018 -0.375 -0.952
C 1.693 -0.192 2.375
O 2.463 -0.005 3.542
C 2.999 1.201 3.677
O 2.984 2.058 2.824
O 3.589 1.278 4.842
C 4.121 2.558 5.225
H 2.234 0.170 1.498
H 0.751 0.359 2.426
H 1.511 -1.243 2.177
H 3.272 3.222 5.395
H 4.722 2.953 4.408
H 4.718 2.516 6.127
C -3.000 1.265 2.174
O -4.272 1.686 2.608
C -5.185 0.720 2.643
O -5.026 -0.419 2.283
O -6.291 1.207 3.180
C -7.405 0.295 3.216
H -2.280 2.082 2.270
H -3.040 1.003 1.114
H -2.578 0.507 2.839
H -7.242 -0.377 4.060
H -7.478 -0.325 2.325
H -8.305 0.882 3.360
C 2.803 2.002 -1.056
O 3.232 2.910 -2.066
C 2.256 3.479 -2.769
O 1.068 3.456 -2.551
O 2.841 4.183 -3.709
C 2.038 4.890 -4.636
H 3.280 2.221 -0.099
H 3.120 1.004 -1.361
H 1.736 2.021 -0.845
H 1.022 5.028 -4.273
H 1.972 4.323 -5.567
H 2.423 5.867 -4.915
C 1.222 -2.091 -1.863
O 2.090 -1.691 -2.900
C 1.944 -0.524 -3.477
O 1.009 0.238 -3.369
O 2.984 -0.324 -4.263
C 3.070 0.925 -4.951
H 1.478 -3.124 -1.646
H 0.181 -1.991 -2.172
H 1.392 -1.542 -0.932
H 3.778 1.578 -4.440
H 2.113 1.437 -5.023
H 3.479 0.697 -5.931
C -3.039 -3.083 0.360
O -2.806 -4.452 0.525
C -1.648 -5.011 0.087
O -0.901 -4.434 -0.662
O -1.549 -6.207 0.548
C -0.381 -6.983 0.189
H -2.542 -2.583 -0.489
H -2.530 -2.540 1.193
H -4.123 -3.062 0.394
H 0.560 -6.461 0.325
H -0.493 -7.248 -0.863
H -0.471 -7.897 0.763

***

60
Properties=species:S:1:pos:R:3 method="wB97M-V/def2-TZVPD" spin_multiplicity=1 homo_lumo_gap_ev=11.4 charge=0 smiles="COC(=O)OC.COC(=O)OC.COC(=O)OC.COC(=O)OC.COC(=O)OC" e_above_lowest_kcal_mol=10.2
C -5.953 -7.104 0.042
O -5.587 -5.716 -0.001
C -5.930 -4.982 1.057
O -6.571 -5.346 2.003
O -5.450 -3.754 0.867
C -5.796 -2.801 1.856
H -5.052 -7.683 0.253
H -6.323 -7.362 -0.944
H -6.674 -7.296 0.828
H -5.365 -3.047 2.828
H -6.865 -2.672 2.030
H -5.396 -1.850 1.516
C -2.486 -0.899 0.612
O -1.088 -1.081 0.758
C -0.301 -0.363 -0.062
O -0.673 0.380 -0.932
O 0.953 -0.590 0.287
C 1.969 0.002 -0.545
H -2.877 -0.702 1.613
H -2.997 -1.747 0.162
H -2.717 -0.003 0.035
H 2.891 -0.227 -0.027
H 1.801 1.077 -0.640
H 1.912 -0.403 -1.555
C 2.621 0.209 -4.329
O 1.787 1.320 -4.041
C 2.368 2.465 -3.710
O 3.531 2.622 -3.447
O 1.429 3.411 -3.667
C 1.860 4.656 -3.158
H 2.052 -0.676 -4.066
H 3.562 0.229 -3.780
H 2.858 0.211 -5.394
H 2.280 4.540 -2.161
H 0.993 5.303 -3.051
H 2.604 5.154 -3.779
C 0.348 3.451 0.193
O -0.238 4.728 0.376
C 0.535 5.779 0.161
O 1.693 5.746 -0.178
O -0.181 6.875 0.382
C 0.474 8.097 0.040
H 0.480 3.222 -0.866
H -0.318 2.712 0.626
H 1.316 3.386 0.694
H -0.269 8.881 0.114
H 0.873 8.042 -0.972
H 1.307 8.263 0.722
C 5.599 -2.432 2.069
O 4.219 -2.379 1.696
C 3.397 -3.072 2.485
O 3.728 -3.896 3.290
O 2.147 -2.726 2.185
C 1.125 -3.089 3.088
H 6.144 -1.931 1.279
H 5.924 -3.473 2.132
H 5.754 -1.971 3.042
H 0.189 -3.125 2.543
H 1.036 -2.326 3.867
H 1.349 -4.037 3.575

***

60
Properties=species:S:1:pos:R:3 method="wB97M-V/def2-TZVPD" spin_multiplicity=1 homo_lumo_gap_ev=11.1 charge=0 smiles="COC(=O)OC.COC(=O)OC.COC(=O)OC.COC(=O)OC.COC(=O)OC" e_above_lowest_kcal_mol=42.9
C 11.613 18.512 -12.389
O 10.632 17.562 -12.054
C 10.543 17.178 -10.742
O 11.396 17.328 -9.885
O 9.270 16.749 -10.617
C 8.924 16.152 -9.352
H 11.468 18.859 -13.413
H 12.596 18.040 -12.391
H 11.566 19.401 -11.760
H 8.039 15.553 -9.558
H 8.706 16.977 -8.675
H 9.682 15.507 -8.908
C 8.795 20.635 -13.909
O 7.446 21.056 -14.203
C 6.807 20.826 -15.339
O 7.310 20.310 -16.325
O 5.510 21.141 -15.165
C 4.521 20.935 -16.257
H 8.948 20.157 -12.943
H 9.407 21.525 -14.041
H 9.069 19.848 -14.613
H 3.650 20.438 -15.833
H 4.832 20.225 -17.022
H 4.252 21.914 -16.646
C 4.784 28.392 -16.707
O 4.910 27.326 -17.617
C 4.096 26.276 -17.578
O 3.210 26.080 -16.770
O 4.491 25.470 -18.542
C 3.976 24.152 -18.544
H 4.066 29.137 -17.051
H 5.783 28.822 -16.757
H 4.516 28.016 -15.721
H 2.896 24.069 -18.685
H 4.045 23.731 -17.540
H 4.439 23.484 -19.268
C 0.744 22.047 -17.012
O -0.140 20.912 -17.023
C 0.301 19.687 -16.763
O 1.464 19.372 -16.437
O -0.686 18.780 -16.959
C -0.490 17.405 -16.801
H 0.687 22.424 -15.993
H 0.402 22.702 -17.812
H 1.739 21.736 -17.333
H -0.164 16.909 -17.718
H -1.450 16.965 -16.537
H 0.280 17.054 -16.114
C 6.499 24.251 -14.900
O 7.078 25.544 -14.897
C 8.428 25.634 -14.999
O 9.161 24.667 -15.062
O 8.760 26.940 -15.026
C 10.137 27.261 -15.336
H 7.047 23.477 -15.438
H 5.550 24.199 -15.434
H 6.328 23.876 -13.891
H 10.717 26.900 -14.487
H 10.304 28.327 -15.478
H 10.469 26.768 -16.249

***

49
Properties=species:S:1:pos:R:3 method="wB97M-V/def2-TZVPD" spin_multiplicity=1 homo_lumo_gap_ev=10.7 charge=0 smiles="CCCCCCCCCCCC(=O)OC[C@@H](O)CO" e_above_lowest_kcal_mol=1.9
C 5.311 1.251 6.225
C 3.956 0.637 5.895
C 3.635 0.732 4.406
C 2.278 0.119 4.069
C 1.965 0.217 2.577
C 0.580 -0.317 2.205
C 0.487 -1.839 2.290
C -0.929 -2.375 2.064
C -1.563 -1.982 0.730
C -0.772 -2.470 -0.481
H -0.655 -3.554 -0.431
H 0.218 -2.015 -0.484
C -1.472 -2.097 -1.789
C -1.472 -0.602 -1.986
O -0.525 0.119 -1.783
O -2.653 -0.170 -2.429
C -2.852 1.235 -2.609
H -2.617 1.756 -1.675
H -3.918 1.323 -2.821
C -2.026 1.870 -3.743
O -0.814 2.417 -3.290
H -0.374 1.752 -2.728
C -1.768 0.888 -4.900
O -1.190 1.555 -5.988
H -0.503 2.136 -5.633
H -1.103 0.081 -4.555
H -2.705 0.451 -5.249
H -2.592 2.722 -4.138
H -0.933 -2.534 -2.633
H -2.501 -2.455 -1.811
H -1.664 -0.896 0.681
H -2.571 -2.405 0.690
H -0.902 -3.466 2.133
H -1.573 -2.012 2.869
H 1.171 -2.282 1.564
H 0.808 -2.166 3.280
H -0.166 0.129 2.867
H 0.356 0.000 1.185
H 2.025 1.266 2.279
H 2.724 -0.328 2.011
H 1.498 0.636 4.634
H 2.275 -0.926 4.383
H 3.643 1.782 4.102
H 4.413 0.219 3.836
H 3.177 1.150 6.465
H 3.950 -0.413 6.199
H 5.330 2.303 5.947
H 6.103 0.740 5.681
H 5.519 1.173 7.289

***

54
Properties=species:S:1:pos:R:3 method="wB97M-V/def2-TZVPD" spin_multiplicity=5 homo_lumo_gap_ev="4.9 / 5.0" s2=6.086 charge=0 e_above_lowest_kcal_mol=137.9
P -0.328 -1.768 -1.570
P -0.028 1.819 -2.059
C -0.614 -0.724 -3.056
C 0.281 0.515 -3.270
H -1.690 -0.460 -3.051
H -0.481 -1.390 -3.925
H 1.359 0.272 -3.283
H 0.048 0.984 -4.234
C -1.514 2.719 -2.616
H -1.885 3.351 -1.787
H -2.311 2.019 -2.908
H -1.209 3.348 -3.465
C 1.302 3.026 -2.101
H 1.043 3.742 -2.891
H 2.257 2.537 -2.319
H 1.375 3.549 -1.137
C -1.414 -3.177 -1.844
H -1.407 -3.846 -0.977
H -1.055 -3.742 -2.716
H -2.442 -2.851 -2.050
C 1.342 -2.407 -1.797
H 2.062 -1.593 -1.928
H 1.372 -3.039 -2.694
H 1.627 -3.011 -0.924
Cr -0.087 -2.389 2.497
C 0.591 2.454 1.434
C -0.740 2.283 1.468
C -1.502 1.438 0.489
C -1.641 -0.067 0.722
C -0.530 -1.010 0.113
C 0.872 -0.721 0.519
C 1.561 0.493 0.242
C 1.704 1.440 1.442
C 1.007 -3.396 4.010
H 0.986 3.486 1.481
H -1.355 2.752 2.249
H -1.005 1.556 -0.526
H -2.523 1.853 0.424
H -1.678 -0.205 1.816
H -2.628 -0.366 0.340
H -0.836 -2.024 0.569
H 1.465 -1.566 0.973
H 0.952 1.016 -0.560
H 2.550 0.307 -0.229
H 1.737 0.867 2.379
H 2.660 1.989 1.333
H 1.751 -2.616 4.252
H 1.546 -4.336 3.780
H 0.359 -3.571 4.894
F -1.115 -1.048 3.716
B -0.558 0.162 4.563
F -1.366 1.235 4.185
F -0.646 -0.196 5.886
F 0.777 0.308 4.144

***

56
Properties=species:S:1:pos:R:3 method="wB97M-V/def2-TZVPD" spin_multiplicity=5 homo_lumo_gap_ev="7.0 / 6.7" s2=6.072 charge=0
Cr 0.117 -0.306 0.054
C 0.687 2.579 -1.430
C 0.108 3.169 -0.149
N -0.713 2.197 0.555
C -0.726 2.299 2.001
C 0.619 1.914 2.630
S 1.514 0.589 1.788
C 2.764 1.513 0.838
C 2.686 1.294 -0.674
N 1.329 1.278 -1.222
H -0.123 2.421 -2.145
H 1.380 3.304 -1.875
H 0.914 3.490 0.512
H -0.445 4.080 -0.405
H -1.651 2.144 0.181
H -0.990 3.300 2.370
H -1.489 1.615 2.370
H 1.308 2.757 2.682
H 0.454 1.580 3.653
H 2.659 2.564 1.102
H 3.745 1.194 1.189
H 3.310 2.056 -1.158
H 3.126 0.325 -0.910
H 1.350 0.776 -2.102
B -2.081 -1.335 -2.901
N -2.719 -0.773 -1.574
C -4.048 -0.736 -1.412
C -4.334 -0.251 -0.150
C -3.075 -0.014 0.401
N -2.106 -0.328 -0.462
N -0.546 -1.681 -2.793
C 0.096 -2.343 -3.762
C 1.406 -2.560 -3.373
C 1.465 -2.003 -2.098
N 0.289 -1.456 -1.765
H -2.228 -0.522 -3.794
H -2.658 -2.369 -3.155
H -4.697 -1.071 -2.205
H -5.300 -0.108 0.303
H -2.825 0.325 1.394
H -0.429 -2.617 -4.663
H 2.182 -3.070 -3.917
H 2.284 -1.983 -1.394
C 1.534 -3.260 1.662
Si -0.102 -2.327 1.435
C -0.704 -2.002 3.209
C -1.310 -3.583 0.721
H 1.397 -4.136 2.306
H 2.299 -2.626 2.123
H 1.924 -3.611 0.701
H -0.767 -2.938 3.775
H -1.698 -1.543 3.214
H -0.024 -1.337 3.754
H -1.343 -4.479 1.351
H -1.021 -3.886 -0.290
H -2.321 -3.170 0.658

***

54
Properties=species:S:1:pos:R:3 method="wB97M-V/def2-TZVPD" spin_multiplicity=6 homo_lumo_gap_ev="5.2 / 4.7" s2=8.764 charge=+2 e_above_lowest_kcal_mol=33.6
P -0.279 -0.856 -3.028
P 0.805 -2.329 -0.118
C 0.103 -2.667 -2.799
C 0.071 -3.360 -1.406
H 1.126 -2.685 -3.173
H -0.525 -3.199 -3.511
H -0.956 -3.600 -1.101
H 0.602 -4.322 -1.455
C 2.544 -2.500 0.373
H 2.607 -2.398 1.466
H 3.137 -1.688 -0.055
H 2.967 -3.459 0.073
C -0.084 -2.700 1.413
H 0.283 -3.627 1.849
H -1.153 -2.784 1.195
H 0.067 -1.878 2.118
C 0.608 0.340 -4.155
H 0.144 1.334 -4.057
H 0.586 0.039 -5.202
H 1.652 0.409 -3.811
C -2.023 -0.814 -3.438
H -2.601 -1.199 -2.583
H -2.208 -1.445 -4.328
H -2.332 0.221 -3.648
Ir 0.832 -0.289 -1.297
C 1.942 -4.697 -3.731
C 2.980 -3.919 -3.378
C 4.061 -3.458 -4.303
C 3.504 -2.969 -5.660
C 2.325 -2.060 -5.446
C 1.043 -2.441 -5.527
C 0.533 -3.829 -5.733
C 1.412 -4.959 -5.119
C -0.679 1.179 -1.284
H 1.448 -5.319 -2.968
H 3.194 -3.765 -2.324
H 4.812 -4.245 -4.486
H 4.600 -2.625 -3.812
H 4.291 -2.411 -6.185
H 3.248 -3.814 -6.308
H 2.599 -1.006 -5.339
H 0.278 -1.684 -5.695
H 0.446 -4.022 -6.815
H -0.497 -3.880 -5.326
H 0.765 -5.849 -5.029
H 2.210 -5.244 -5.819
H -1.559 0.737 -0.786
H -0.965 1.599 -2.259
H -0.283 1.997 -0.653
F 1.664 0.595 0.298
B 0.786 0.582 1.769
F 1.578 -0.306 2.467
F 0.789 1.883 2.160
F -0.499 0.121 1.431

***

63
Properties=species:S:1:pos:R:3 method="wB97M-V/def2-TZVPD" spin_multiplicity=1 homo_lumo_gap_ev=6.1 charge=-1
C -1.403 -0.211 -3.546
C -1.921 1.270 -3.812
O -2.771 1.729 -3.038
O -1.343 1.941 -4.887
C -1.166 3.378 -4.571
In 0.588 3.644 -3.108
C -0.185 4.907 -1.404
C -0.241 3.982 -0.106
O -1.063 2.791 -0.328
C 2.263 4.578 -4.305
C 3.525 5.095 -3.469
C 3.975 4.170 -2.261
F 3.180 4.448 -1.123
Br 4.030 2.229 -2.715
C 5.516 4.562 -1.913
F 5.907 4.091 -0.639
F 6.308 3.898 -2.888
Br 5.868 6.504 -1.914
H -1.518 -0.534 -2.471
H -1.973 -0.899 -4.260
H -0.320 -0.240 -3.907
H -2.120 3.867 -4.200
H -0.910 3.876 -5.563
H 0.950 2.014 -2.455
H 0.423 5.855 -1.272
H -1.257 5.221 -1.661
H -0.771 4.577 0.720
H 0.775 3.594 0.225
H -0.506 1.995 -0.281
H 2.531 3.865 -5.155
H 1.823 5.506 -4.819
H 3.241 6.126 -3.063
H 4.383 5.239 -4.212
O 0.022 0.545 1.992
S -1.038 0.624 2.961
O -0.850 1.251 4.243
O -1.649 -0.856 3.191
C -0.757 -1.909 3.563
C -0.363 -1.818 5.025
C -2.465 1.338 2.194
H 0.124 -1.915 2.915
H -1.288 -2.846 3.394
H 0.244 -0.931 5.216
H 0.218 -2.695 5.323
H -1.249 -1.746 5.661
H -2.641 0.842 1.242
H -2.264 2.397 2.033
H -3.318 1.218 2.861
O -1.478 -5.007 2.542
S -1.631 -6.286 3.180
O -0.738 -6.727 4.217
O -1.716 -7.432 2.045
C -0.661 -7.516 1.084
C 0.583 -8.158 1.670
C -3.292 -6.436 3.771
H -0.439 -6.529 0.668
H -1.031 -8.135 0.263
H 1.029 -7.524 2.437
H 1.332 -8.325 0.893
H 0.339 -9.113 2.140
H -3.977 -6.143 2.977
H -3.401 -5.771 4.627
H -3.465 -7.467 4.076